Entry 1:
ORCA calculation (ωB97M-V/def2-TZVPD) on a gas-phase ion, C5H10Cl2N (charge +1) in a non-equilibrium geometry.

Each line ends with the natural charge from an NBO analysis.
Cartesian coordinates (Å):
1 C 0.51350 -0.19410 -1.14812  0.059
2 C -0.11738 0.42180 0.13489  -0.187
3 C -1.59603 0.06720 0.20535  -0.103
4 C 0.60884 -0.15969 1.40166  -0.614
5 C 0.10842 2.00270 0.20069  -0.580
6 N 0.51406 -1.68642 -1.10008  -0.745
7 Cl -1.98467 -1.55530 0.43728  0.111
8 Cl -2.73275 1.06196 -0.43647  0.188
9 H 0.04739 0.19630 -1.94821  0.179
10 H 1.43506 0.44475 1.65135  0.237
11 H 1.07458 -1.19993 1.25877  0.196
12 H -0.04957 0.06050 2.17905  0.235
13 H -0.45337 2.39144 -0.74657  0.227
14 H 1.18323 2.14618 0.14097  0.234
15 H -0.28567 2.24124 1.16297  0.230
16 H 0.54837 -2.07805 -2.06548  0.453
17 H -0.19629 -2.02313 -0.48018  0.436
18 H 1.38229 -2.13744 -0.84787  0.442

Results
**Net charge**: +1
**LUMO energy (spin up / spin down)**: -5.40 / -4.50 eV
**Total energy**: -1171.2441 Ha
**Orbital gap (spin up / spin down)**: 6.787 / 9.613 eV
**Relative energy (zero: lowest compared OMol25 entry of this formula, charge and spin)**: 72.61 kcal/mol



Entry 2:
ORCA calculation (ωB97M-V/def2-TZVPD) on a single C5H10Cl2S molecule in a non-equilibrium geometry.

Each line ends with the natural charge from an NBO analysis.
Cartesian coordinates (Å):
1 C -0.47613 2.02694 -0.68465  -0.623
2 C 0.74982 -1.57329 1.56999  -0.639
3 C -0.84672 0.73968 -1.32314  -0.485
4 C 0.75041 -0.27003 0.76182  -0.336
5 C -0.76266 -0.32681 -0.23844  0.001
6 S 2.00353 -0.13658 -0.49555  -0.016
7 Cl -0.89576 -1.98531 -0.97085  -0.063
8 Cl -2.07973 -0.29178 0.92061  -0.025
9 H -0.87952 2.78264 -1.29210  0.227
10 H -0.73847 1.89256 0.31850  0.211
11 H 0.56300 2.13210 -0.58506  0.205
12 H 0.72507 -2.30093 0.86956  0.220
13 H 1.57569 -1.53385 2.29086  0.231
14 H -0.21364 -1.54839 2.25124  0.232
15 H -0.14755 0.44102 -2.23537  0.253
16 H -1.98017 0.76790 -1.68244  0.231
17 H 0.64245 0.72829 1.21290  0.234
18 H 2.01038 -1.54414 -0.68787  0.142

Results
**Net charge**: 0
**LUMO energy**: 0.70 eV
**Total energy**: -1515.0200 Ha
**Orbital gap**: 9.713 eV
**SMILES string**: CCC(Cl)(Cl)[C@@H](C)S



Entry 3:
ORCA calculation (ωB97M-V/def2-TZVPD) on a single C5H10ClN molecule in a non-equilibrium geometry.

Each line ends with the natural charge from an NBO analysis.
Cartesian coordinates (Å):
1 C 1.18414 -0.89984 0.15163  0.119
2 C 2.67836 -0.88095 0.02238  -0.669
3 C -1.58803 0.91930 -1.30256  -0.632
4 C -1.15685 0.71640 1.19366  -0.642
5 C -1.05081 0.09847 -0.13922  0.138
6 N 0.55663 0.02913 -0.36862  -0.431
7 Cl -1.77393 -1.50667 -0.09284  -0.062
8 H 0.70797 -1.86204 0.66425  0.164
9 H 3.04628 0.21860 -0.14353  0.233
10 H 2.98295 -1.54870 -0.83536  0.232
11 H 3.20176 -1.29561 0.90578  0.219
12 H -1.58684 0.28958 -2.13618  0.227
13 H -0.98154 1.78114 -1.19740  0.228
14 H -2.54918 1.30749 -1.25290  0.216
15 H -2.17577 0.91231 1.46778  0.217
16 H -0.77005 0.04734 1.91679  0.221
17 H -0.72509 1.67407 1.14634  0.222

Results
**Net charge**: 0
**LUMO energy**: 0.96 eV
**Total energy**: -711.4142 Ha
**Orbital gap**: 10.558 eV
**SMILES string**: C/C=N/C(C)(C)Cl
**Relative energy (zero: lowest compared OMol25 entry of this formula, charge and spin)**: 25.91 kcal/mol



Entry 4:
ORCA calculation (ωB97M-V/def2-TZVPD) on 2 unconnected molecules or ions with the total composition C5H10ClN in a non-equilibrium geometry.

Each line ends with the natural charge from an NBO analysis.
Cartesian coordinates (Å):
1 C 1.48536 -0.34592 0.15677  0.258
2 C 1.27205 -0.49320 1.68976  -0.662
3 C -2.61738 -0.11046 0.24204  -0.849
4 C 0.33615 0.63582 -1.84498  -0.407
5 C 0.83694 0.79789 -0.59462  -0.090
6 N 2.05970 -1.27559 -0.49290  -0.602
7 Cl 0.75777 2.30966 0.28712  -0.002
8 H 1.75803 0.46204 2.03999  0.235
9 H 1.63509 -1.43458 2.06205  0.244
10 H 0.17739 -0.36014 1.84078  0.225
11 H -2.84797 0.60540 -0.58651  0.212
12 H -1.48316 -0.06487 0.38130  0.206
13 H -3.20133 0.18424 1.06443  0.215
14 H 0.43628 -0.36350 -2.29319  0.232
15 H 0.05595 1.64133 -2.28467  0.236
16 H -2.82386 -1.11750 -0.16310  0.216
17 H 2.16300 -1.07060 -1.50427  0.334

Results
**Net charge**: 0
**LUMO energy**: 0.37 eV
**Total energy**: -711.3997 Ha
**Orbital gap**: 10.142 eV
**SMILES string**: [H]/N=C(/C)C(=C)Cl.C
**Relative energy (zero: lowest compared OMol25 entry of this formula, charge and spin)**: 34.98 kcal/mol



Entry 5:
ORCA calculation (ωB97M-V/def2-TZVPD) on a gas-phase ion, C5H10ClN3S (charge +2) in a non-equilibrium geometry.

Each line ends with the natural charge from an NBO analysis.
Cartesian coordinates (Å):
1 C -0.25496 -1.32509 -0.32462  0.520
2 C 0.95871 -0.36862 -2.11230  0.202
3 C 0.70680 1.05163 -0.05087  0.116
4 C -0.88913 -2.44925 0.32038  -0.734
5 C -0.37430 2.08434 -0.11526  -0.621
6 N 1.38716 0.75558 -1.37321  -0.444
7 N 0.07541 -0.23462 0.39464  -0.541
8 N 0.10685 -1.28879 -1.60781  -0.514
9 S 2.84868 1.62040 -1.86847  0.748
10 Cl 1.76624 -0.58926 -3.52236  0.241
11 H 1.46102 1.40912 0.69823  0.260
12 H -1.93051 -2.36995 0.80537  0.321
13 H -0.30098 -2.60341 1.27968  0.299
14 H -0.91687 -3.39611 -0.36134  0.286
15 H -1.08031 1.75976 -0.79564  0.237
16 H 0.04654 3.05487 -0.21118  0.251
17 H -0.90362 2.04649 0.86651  0.259
18 H -0.35256 -0.10072 1.28435  0.444
19 H -0.20471 -2.13206 -2.18670  0.495
20 H 2.57404 2.80019 -1.23878  0.174

Results
**Net charge**: +2
**LUMO energy (spin up / spin down)**: -8.48 / -12.22 eV
**Total energy**: -1218.3804 Ha
**Orbital gap (spin up / spin down)**: 6.870 / 6.808 eV
**Spin multiplicity**: 3



Entry 6:
ORCA calculation (ωB97M-V/def2-TZVPD) on a single C5H10ClNO molecule in a non-equilibrium geometry.

Each line ends with the natural charge from an NBO analysis.
Cartesian coordinates (Å):
1 C 0.02024 -0.23731 1.57158  -0.626
2 C 0.41954 -0.53829 0.19802  0.095
3 C 1.30969 0.70756 -0.24846  -0.132
4 C -0.47945 -0.11573 -1.02003  0.069
5 C -1.91641 0.52660 -0.87942  -0.353
6 H -0.35044 -1.15796 1.98403  0.210
7 H -0.78101 0.64801 1.54208  0.250
8 H 1.12909 0.18801 2.00532  0.200
9 H 1.56202 -1.58584 -0.75172  0.366
10 H 1.59272 -1.80299 0.91926  0.363
11 H 2.45518 0.79933 -0.21630  0.189
12 H 0.93939 1.70707 0.00316  0.185
13 H -0.72127 -1.02438 -1.68659  0.189
14 H -2.53085 -0.06913 -0.34521  0.219
15 H -2.21358 1.09993 -1.84835  0.252
16 N 1.00906 -1.69597 0.04873  -0.799
17 O 0.64067 0.57344 -1.53179  -0.547
18 Cl -2.08460 1.97765 0.25568  -0.129

Results
**Net charge**: 0
**LUMO energy**: 0.92 eV
**Total energy**: -786.5620 Ha
**Orbital gap**: 10.264 eV
**SMILES string**: C[C@]1(N)CO[C@@H]1CCl
**Relative energy (zero: lowest compared OMol25 entry of this formula, charge and spin)**: 94.36 kcal/mol